Entry 1:
The following is a quantum chemistry calculation of a molecular structure, C10F30MgN5O20S10 at a distorted geometry, from OMol25.

```
76
Properties=species:S:1:pos:R:3
Mg 0.955 -0.487 0.178
C -3.170 -1.272 -0.578
F -4.174 -0.966 -1.387
F -3.598 -1.928 0.546
F -2.226 -1.921 -1.274
S -2.404 0.413 0.101
O -3.221 0.618 1.304
O -0.956 0.139 0.262
N -2.706 1.481 -1.291
S -3.374 2.724 -0.675
O -3.230 3.103 0.740
O -3.070 3.829 -1.568
C -5.335 2.462 -0.855
F -5.989 3.585 -0.822
F -5.549 1.906 -2.082
F -5.768 1.639 0.102
C 4.052 -3.070 0.906
F 3.497 -3.603 1.997
F 4.551 -1.857 1.159
F 5.056 -3.893 0.537
S 2.728 -2.770 -0.484
O 3.022 -1.514 -1.137
O 2.659 -3.966 -1.353
N 1.204 -2.348 0.343
S 0.548 -3.774 0.564
O -0.246 -4.197 -0.609
O 1.375 -4.777 1.162
C -0.687 -3.224 1.997
F 0.028 -3.242 3.136
F -1.280 -2.001 1.808
F -1.645 -4.134 2.079
C 1.602 -0.667 -4.345
F 1.369 -0.156 -5.564
F 2.318 -1.761 -4.458
F 2.241 0.303 -3.674
S -0.027 -1.137 -3.333
O -0.387 -2.547 -3.457
O 0.313 -0.812 -1.934
N -1.303 0.015 -3.830
S -1.636 -0.608 -5.257
O -2.046 0.468 -6.184
O -0.812 -1.632 -5.920
C -3.324 -1.609 -4.894
F -3.958 -1.844 -6.069
F -3.018 -2.757 -4.286
F -4.042 -0.843 -4.101
C 4.657 1.350 -0.989
F 5.323 0.254 -0.603
F 5.484 2.368 -1.094
F 4.170 1.074 -2.151
S 3.218 1.624 0.369
O 3.605 0.663 1.407
O 3.309 2.990 0.796
N 1.635 1.134 -0.354
S 1.354 2.368 -1.284
O 2.503 2.932 -1.959
O 0.170 2.006 -2.102
C 0.621 3.814 -0.046
F 1.322 4.911 -0.186
F -0.655 4.099 -0.460
F 0.663 3.361 1.178
C -0.645 2.255 6.043
F 0.627 1.911 6.255
F -1.401 1.882 7.066
F -0.760 3.609 5.790
S -1.424 1.449 4.386
O -2.779 1.089 4.854
O -1.380 2.438 3.257
N -0.446 0.019 4.214
S 0.864 0.372 3.511
O 0.917 -0.164 2.158
O 1.245 1.781 3.646
C 2.149 -0.561 4.525
F 3.411 -0.461 4.024
F 2.058 -0.094 5.729
F 1.849 -1.848 4.519
```

Its charge is -3. The value obtained for the total energy is -254087.8771 eV. Its largest force on an atom is 0.135 hartree/bohr. The frontier orbital gap comes out at 8.599 eV. As for the highest occupied orbital energy: -3.004 eV.

Entry 2:
The following is a quantum chemistry calculation of 3 unconnected molecules or ions with the total composition C24H42Br2N2O9PS2 at a distorted geometry, from OMol25.

```
82
Properties=species:S:1:pos:R:3
C -3.619 -0.956 1.118
C -3.936 -0.317 -0.224
O -2.776 0.121 -0.916
C -2.257 1.343 -0.438
C -0.859 1.529 -1.021
C 0.083 0.339 -0.787
C 0.791 -0.024 -2.093
C -0.264 -0.616 -3.044
C -0.135 -0.093 -4.469
O -0.834 -0.953 -5.361
O 1.769 -1.032 -1.985
C 2.692 -1.056 -0.931
C 3.989 -0.386 -1.358
Br 3.923 1.310 -2.170
C 5.160 -1.046 -1.315
C 5.409 -2.459 -0.865
Br 6.769 -0.281 -1.921
C 2.076 -0.745 0.488
N 3.047 -0.399 1.391
C 3.666 -0.694 2.464
C 3.252 -0.144 3.796
C 4.930 -1.506 2.454
P 1.238 -2.356 1.018
S 0.126 -3.241 -0.278
N 0.997 0.454 0.444
S 2.037 1.924 0.517
C 0.109 0.421 1.680
C -0.301 1.760 2.267
H -3.272 -0.208 1.836
H -2.854 -1.728 1.028
H -4.533 -1.363 1.547
H -4.610 0.533 -0.068
H -4.446 -1.033 -0.865
H -2.276 1.411 0.651
H -2.876 2.171 -0.800
H -0.494 2.484 -0.652
H -0.990 1.671 -2.093
H -0.561 -0.515 -0.572
H 1.166 0.894 -2.561
H -1.278 -0.444 -2.686
H -0.113 -1.693 -3.084
H 0.919 -0.030 -4.752
H -0.580 0.899 -4.572
H -0.200 -1.470 -5.861
H 2.947 -2.111 -0.854
H 4.529 -3.001 -0.532
H 6.151 -2.475 -0.069
H 5.853 -3.014 -1.691
H 2.516 0.649 3.702
H 4.112 0.226 4.354
H 2.846 -0.967 4.393
H 5.599 -1.073 1.712
H 4.731 -2.544 2.185
H 5.436 -1.482 3.415
H 2.353 -3.106 1.423
H 0.570 -2.070 2.209
H 1.080 2.772 0.137
H -0.791 -0.141 1.435
H 0.623 -0.133 2.458
H 0.448 2.194 2.921
H -1.166 1.554 2.904
H -0.640 2.454 1.506
C -2.211 7.021 3.025
C -2.349 5.844 3.975
O -2.385 4.730 3.066
C -1.785 5.104 1.920
O -1.512 4.352 1.031
O -1.536 6.420 1.907
H -1.620 7.840 3.422
H -3.173 7.401 2.684
H -1.484 5.731 4.629
H -3.254 5.867 4.575
C -4.300 -3.358 -2.758
C -2.820 -3.485 -2.446
O -2.675 -4.887 -2.221
C -3.684 -5.532 -2.862
O -3.752 -6.706 -3.005
O -4.599 -4.638 -3.314
H -4.530 -2.571 -3.472
H -4.905 -3.219 -1.859
H -2.197 -3.194 -3.295
H -2.510 -2.926 -1.566
```

Its charge is +1. The value obtained for the total energy is -218011.3551 eV. Its largest force on an atom is 0.034 hartree/bohr. The frontier orbital gap comes out at 8.356 eV. As for the highest occupied orbital energy: -11.562 eV.

Entry 3:
The following is a quantum chemistry calculation of 33 unconnected molecules or ions with the total composition C12H73N3O35PS at a distorted geometry, from OMol25.

```
125
Properties=species:S:1:pos:R:3
N 2.552 3.069 3.983
C 2.562 3.487 2.908
O 2.211 4.130 1.809
N 1.345 3.317 1.065
C 1.852 2.277 0.389
C 1.003 1.454 -0.321
C 1.540 0.285 -1.055
C 1.857 0.359 -2.410
C 2.297 -0.812 -2.989
C 2.410 -1.936 -2.199
N 2.102 -2.056 -0.907
C 1.658 -0.915 -0.370
C -0.361 1.762 -0.325
C -1.296 0.921 -1.168
O -1.033 -0.192 -1.517
O -2.428 1.527 -1.579
C -0.832 2.850 0.386
C 0.039 3.648 1.089
P -0.562 5.156 2.002
S -1.853 6.061 0.850
H 2.920 2.079 0.411
H 1.721 1.280 -2.960
H 2.540 -0.861 -4.037
H 2.794 -2.829 -2.682
H 1.365 -0.947 0.675
H -3.051 1.644 -0.843
H -1.876 3.133 0.393
H 0.528 6.008 2.222
H -1.123 4.764 3.230
O 0.613 -2.135 -5.332
H -0.158 -2.582 -4.968
H 0.248 -1.347 -5.761
O 5.748 -0.816 -1.549
H 6.124 -1.023 -0.687
H 4.822 -1.068 -1.475
O -1.174 -0.852 1.531
H -1.489 -1.647 1.994
H -1.044 -1.153 0.625
O -0.907 -2.910 -1.064
H -0.377 -3.572 -1.529
H -0.573 -2.065 -1.370
O -3.148 -4.990 -0.541
H -2.726 -4.131 -0.559
H -2.585 -5.547 -1.100
O -4.845 -6.867 0.898
H -4.426 -7.664 0.547
H -4.381 -6.126 0.491
O 5.664 3.048 3.494
H 5.939 2.828 4.398
H 4.740 2.785 3.471
O 0.363 -4.875 -5.137
H 0.991 -5.110 -4.450
H 0.883 -4.333 -5.747
O -2.154 -1.915 -3.950
H -1.934 -1.399 -3.166
H -2.046 -2.835 -3.672
O -2.956 -3.119 2.627
H -3.216 -3.912 3.122
H -2.805 -3.459 1.737
O 1.063 8.026 1.542
H 1.979 8.006 1.232
H 0.626 8.646 0.946
O -0.637 6.577 5.078
H -0.133 6.299 5.851
H -0.049 7.202 4.637
O 1.606 -5.042 -2.152
H 1.533 -5.682 -1.432
H 1.871 -4.216 -1.728
O 5.979 5.986 3.746
H 5.696 5.067 3.849
H 6.613 6.130 4.459
O 8.774 5.192 4.256
H 8.038 4.864 3.726
H 9.509 5.234 3.636
O 1.370 7.012 -1.027
H 1.028 6.223 -0.598
H 1.497 6.749 -1.946
O -1.378 -0.221 -6.280
H -2.170 -0.648 -5.939
H -1.708 0.532 -6.780
O -3.842 -2.385 -6.283
H -4.106 -3.309 -6.289
H -3.320 -2.272 -5.479
O 3.861 7.663 -2.454
H 3.282 7.861 -3.197
H 3.366 7.945 -1.674
O 0.103 -4.458 1.303
H 1.021 -4.605 1.058
H -0.249 -3.871 0.621
O -3.391 4.167 3.102
H -4.116 4.503 3.639
H -3.192 4.879 2.476
O 4.296 6.705 0.226
H 4.012 5.897 0.663
H 4.399 6.467 -0.705
O -6.582 -8.866 2.446
H -6.169 -9.670 2.115
H -6.101 -8.151 2.013
O 0.062 10.274 3.245
H 0.503 9.468 2.950
H 0.520 10.989 2.794
O -4.456 -9.377 -0.769
H -5.268 -9.608 -1.233
H -3.751 -9.661 -1.358
O -3.987 -5.642 3.560
H -4.510 -6.151 4.186
H -3.980 -6.185 2.759
O -0.843 -5.469 -3.121
H -0.857 -6.154 -3.795
H 0.101 -5.276 -3.003
O 4.680 3.199 0.719
H 5.213 2.871 1.461
H 5.315 3.720 0.211
O -5.325 -2.127 1.127
H -4.537 -2.431 1.596
H -5.269 -2.498 0.237
O -5.715 -4.052 -1.253
H -4.950 -4.410 -0.785
H -5.656 -4.449 -2.129
O 5.417 1.193 5.575
H 5.707 1.000 6.473
H 4.492 0.924 5.563
O -7.125 -6.880 -1.255
H -7.270 -7.521 -0.552
H -6.958 -6.050 -0.794
```

Its charge is +1. The value obtained for the total energy is -109877.2127 eV. Its largest force on an atom is 0.038 hartree/bohr. The frontier orbital gap comes out at 6.376 eV. As for the highest occupied orbital energy: -12.204 eV.

Entry 4:
The following is a quantum chemistry calculation of C5H10O2 in the gas phase, from OMol25.

```
17
Properties=species:S:1:pos:R:3
C 0.446 3.049 -0.495
C 0.434 1.549 -0.695
O -0.086 0.989 0.491
C -0.160 -0.366 0.547
C -0.043 -1.230 -0.466
O -0.148 -2.585 -0.340
C -0.616 -3.023 0.913
H 1.040 3.300 0.388
H 0.868 3.558 -1.366
H -0.575 3.408 -0.335
H -0.190 1.271 -1.558
H 1.444 1.145 -0.868
H -0.325 -0.690 1.566
H 0.132 -0.945 -1.499
H -0.687 -4.109 0.870
H 0.070 -2.737 1.723
H -1.603 -2.586 1.124
```

Its charge is 0. The value obtained for the total energy is -9440.4742 eV. Its largest force on an atom is 0.005 hartree/bohr. The frontier orbital gap comes out at 9.175 eV. As for the highest occupied orbital energy: -8.165 eV.

Entry 5:
The following is a quantum chemistry calculation of C3H8N2OS2 in the gas phase at a distorted geometry, from OMol25.

```
16
Properties=species:S:1:pos:R:3
C 1.278 -2.204 -0.347
N 0.534 -0.970 -0.638
O 1.399 0.011 -1.309
C -0.120 -0.339 0.377
S -0.593 -1.055 1.792
N -0.520 0.932 0.163
C -1.001 1.838 1.217
S -0.956 1.564 -1.420
H 1.449 -2.774 -1.388
H 2.204 -1.750 0.265
H 0.748 -2.995 0.340
H 1.121 -0.152 -2.405
H -0.065 2.131 1.955
H -1.837 1.365 1.829
H -1.292 2.873 0.771
H -2.350 1.526 -1.202
```

Its charge is 0. The value obtained for the total energy is -29934.7634 eV. Its largest force on an atom is 0.102 hartree/bohr. The frontier orbital gap comes out at 8.605 eV. As for the highest occupied orbital energy: -8.281 eV.

Entry 6:
The following is a quantum chemistry calculation of 2 unconnected molecules or ions with the total composition C3H9N2PS at a distorted geometry, from OMol25.

```
16
Properties=species:S:1:pos:R:3
C -0.319 2.153 -0.008
C 0.807 -1.538 1.756
C 0.055 0.983 -0.882
N -0.577 -0.193 -0.415
N 0.917 -1.772 0.384
P 1.294 -2.891 -0.629
S 0.691 -2.666 -2.523
H -1.264 2.524 -0.597
H -0.720 1.786 0.919
H 0.552 2.854 -0.074
H -0.136 -1.901 2.008
H 1.645 -2.065 2.157
H 0.845 -0.459 1.901
H -0.187 1.219 -1.972
H 1.115 0.888 -0.741
H -1.092 -0.832 -1.118
```

Its charge is 0. The value obtained for the total energy is -26356.6313 eV. Its largest force on an atom is 0.068 hartree/bohr. The frontier orbital gap (spin up / spin down) comes out at 8.250 / 6.355 eV. Its spin multiplicity is 3. As for the highest occupied orbital energy (spin up / spin down): -8.365 / -8.604 eV.

Entry 7:
The following is a quantum chemistry calculation of a molecular structure, C35H45BrMnN4P2 at a distorted geometry, from OMol25.

```
88
Properties=species:S:1:pos:R:3
C 4.329 -6.279 -1.353
C 4.539 -4.887 -1.397
C 5.536 -4.411 -2.293
C 6.328 -5.349 -2.968
N 6.153 -6.672 -2.855
C 5.174 -7.124 -2.064
C 3.731 -4.168 -0.569
C 2.946 -3.442 0.036
C 2.134 -2.215 -0.326
C 0.822 -2.305 -0.803
C 0.224 -1.170 -1.356
C 0.535 0.154 -0.877
C 1.762 0.227 -0.169
C 2.450 -0.932 0.215
Mn 2.064 -2.814 1.698
P -2.172 0.932 -1.881
H 5.724 -3.367 -2.514
H 3.519 -6.715 -0.784
H 7.147 -5.050 -3.639
H 5.061 -8.210 -1.995
H 3.241 -0.834 0.918
H 0.229 -3.217 -0.769
H 2.182 1.174 0.234
H -0.524 -1.471 -2.095
C -3.370 2.262 -1.542
C -3.619 3.088 -2.790
H -2.959 2.862 -0.719
H -4.304 1.814 -1.178
H -4.434 3.788 -2.585
H -2.736 3.666 -3.081
H -3.922 2.463 -3.639
C -0.970 1.305 -3.199
C -0.718 0.199 -4.237
H -0.030 1.537 -2.687
H -1.284 2.225 -3.721
H 0.133 0.529 -4.852
H -0.459 -0.777 -3.814
H -1.593 0.073 -4.900
C -3.112 -0.584 -2.226
C -4.103 -0.292 -3.358
H -3.619 -0.880 -1.296
H -2.426 -1.406 -2.472
H -4.640 -1.205 -3.634
H -4.850 0.457 -3.067
H -3.599 0.075 -4.264
Br -0.880 1.049 0.208
P 2.780 3.665 -0.514
C 1.364 3.577 -1.671
C 1.112 4.909 -2.411
H 0.455 3.252 -1.136
H 1.626 2.800 -2.415
H 0.549 4.731 -3.337
H 0.527 5.620 -1.815
H 2.060 5.397 -2.681
C 2.268 3.687 1.233
C 3.181 4.704 1.947
H 2.368 2.689 1.697
H 1.218 4.019 1.318
H 2.736 5.011 2.898
H 4.165 4.273 2.149
H 3.312 5.591 1.325
C 3.935 2.276 -0.696
C 5.210 2.628 -1.465
H 3.452 1.483 -1.291
H 4.152 1.895 0.317
H 5.869 1.762 -1.377
H 4.955 2.749 -2.521
H 5.715 3.523 -1.090
N -8.297 -1.613 8.044
C -7.349 -1.473 7.371
C -6.181 -1.321 6.559
C -4.930 -1.607 7.102
C -3.770 -1.520 6.331
C -3.892 -1.140 4.989
C -5.132 -0.799 4.423
C -6.274 -0.899 5.227
N -2.713 -1.106 4.199
C -1.419 -1.455 4.613
C -0.588 -1.309 3.518
N -1.324 -0.915 2.431
C -2.583 -0.765 2.863
H -4.829 -1.899 8.135
H -2.792 -1.734 6.754
H -5.195 -0.456 3.381
H -7.248 -0.646 4.824
H -1.197 -1.789 5.619
H 0.497 -1.450 3.524
H -3.435 -0.446 2.285
```

Its charge is +2. The value obtained for the total energy is -162900.7283 eV. Its largest force on an atom is 0.061 hartree/bohr. The frontier orbital gap (spin up / spin down) comes out at 4.753 / 4.729 eV. Its spin multiplicity is 6. As for the highest occupied orbital energy (spin up / spin down): -11.669 / -11.669 eV.

> Which of these has the lowest largest force on an atom?

C5H10O2

> Number 6 is which compound?

C3H9N2PS